The following is a quantum chemistry calculation of a molecular structure, C32H28INO8PPtS2 in a non-equilibrium geometry, from the OMol25 dataset.

```
74
Properties=species:S:1:pos:R:3:forces:R:3
Pt -0.165723 0.458800 -0.150856 -0.20 -1.34 -0.18
I 0.701473 1.717958 2.158416 0.34 0.86 0.93
C 0.733272 3.641289 1.311456 0.14 0.20 -0.17
C 1.900966 4.313096 1.582309 0.02 0.30 -0.03
C 2.116888 5.643600 1.177174 0.02 -0.18 0.07
C 1.121668 6.307737 0.533657 -0.12 0.06 -0.03
C -0.093590 5.654346 0.221030 0.03 0.13 -0.07
C -1.116616 6.411592 -0.409095 0.10 0.02 0.03
C -2.312593 5.852867 -0.710498 -0.09 -0.13 0.02
C -2.492801 4.470356 -0.492525 -0.11 0.19 0.01
C -1.519729 3.683098 0.055615 0.32 -0.03 -0.14
P -1.841313 1.885208 -0.096159 -0.19 0.03 0.48
C -3.108000 1.693765 -1.408201 0.13 0.01 -0.07
C -4.449510 1.452767 -1.125546 -0.09 0.12 -0.05
C -5.361688 1.248980 -2.154601 0.03 0.00 0.05
C -4.942563 1.284958 -3.473659 -0.03 0.02 -0.04
C -3.607928 1.535674 -3.763022 0.03 0.01 0.02
C -2.693655 1.734240 -2.740908 -0.10 -0.12 -0.03
C -2.793383 1.544275 1.431964 0.01 -0.06 -0.07
C -2.847033 2.469598 2.469173 -0.08 0.03 0.00
C -3.528865 2.176063 3.642113 0.00 0.01 -0.04
C -4.149925 0.946502 3.793234 0.01 -0.03 0.03
C -4.087165 0.009558 2.770735 -0.01 0.04 -0.01
C -3.413790 0.306553 1.597560 0.02 -0.04 0.03
C -0.291136 4.280653 0.532952 -0.11 -0.20 0.09
H 2.674045 3.814122 2.151287 0.00 -0.03 -0.01
H 3.054344 6.133317 1.408890 0.01 -0.01 0.01
H 1.231994 7.349654 0.256031 0.00 -0.01 -0.02
H -0.916429 7.452856 -0.634816 0.00 0.01 0.03
H -3.105124 6.433469 -1.164670 -0.01 0.00 0.00
H -3.427436 4.025365 -0.808075 0.05 -0.01 -0.09
H -4.799055 1.431769 -0.103876 0.01 0.00 0.01
H -6.401044 1.062640 -1.915132 -0.01 -0.01 -0.01
H -5.653938 1.123027 -4.274439 0.00 0.00 0.00
H -3.273164 1.577505 -4.792253 0.00 -0.01 -0.01
H -1.658549 1.944543 -2.963562 -0.04 -0.01 0.00
H -2.343232 3.422317 2.373354 -0.03 0.02 -0.01
H -3.566751 2.910108 4.436937 0.03 -0.01 0.02
H -4.663067 0.708090 4.716887 -0.02 0.01 -0.01
H -4.544597 -0.963594 2.891813 0.00 -0.01 0.00
H -3.344852 -0.441349 0.819931 0.01 0.00 0.00
O 0.736182 -0.749298 2.751674 -0.02 -0.41 0.25
S 0.284926 -1.594364 1.635696 0.31 0.57 -0.33
O 1.108947 -1.233014 0.387858 -0.24 0.11 0.24
O -1.097370 -1.114016 1.182246 0.27 0.83 -0.60
O 0.282700 -2.987364 1.972847 0.02 -0.18 -0.40
C 1.137010 -6.422375 -6.043719 -0.03 -0.03 0.03
C 1.159908 -5.157391 -5.229191 0.03 0.03 -0.06
C -0.013466 -4.481301 -4.919895 -0.03 -0.01 0.03
C 0.012848 -3.286374 -4.212950 0.00 -0.03 0.00
C 1.230237 -2.762647 -3.815623 0.17 0.00 -0.30
C 2.415084 -3.434309 -4.089009 -0.06 -0.03 -0.03
C 2.371966 -4.623964 -4.792821 0.02 -0.02 0.02
S 1.306356 -1.181425 -3.032894 -0.01 -0.20 0.52
O 0.005063 -0.982786 -2.455997 0.01 -0.26 -0.31
O 2.527560 -1.130279 -2.291432 -0.07 -0.09 -0.02
N 1.477833 -0.146796 -4.294591 0.03 0.59 -0.25
C 2.364385 1.031721 -4.147514 -0.03 -0.23 0.05
C 1.636642 2.312388 -3.767059 -0.04 -0.07 0.03
C 0.829603 2.308059 -2.458622 -0.07 0.25 -0.15
O -0.100158 3.116801 -2.374489 0.12 -0.17 0.02
O 1.207892 1.468593 -1.583886 -0.55 -0.64 0.47
H 0.123607 -6.811196 -6.139252 0.00 -0.01 0.01
H 1.758889 -7.195848 -5.591173 0.00 0.00 0.01
H 1.520846 -6.241678 -7.050111 0.00 0.01 0.00
H -0.964928 -4.896004 -5.231862 0.00 0.00 0.00
H -0.901223 -2.766719 -3.959229 0.00 0.02 0.01
H 3.352207 -3.021643 -3.741524 0.00 0.02 0.00
H 3.294293 -5.150957 -5.010225 0.00 0.00 0.01
H 0.558200 0.108006 -4.638079 0.00 -0.05 -0.02
H 2.851171 1.177339 -5.114681 0.09 0.01 0.04
H 3.121123 0.772859 -3.411519 0.00 -0.01 0.02
H 0.938580 2.583207 -4.564324 0.02 0.13 0.04
H 2.363880 3.124806 -3.682973 0.00 0.00 -0.10
```
Forces are in eV/Å.

Results
Frontier orbital gap (alpha / beta) = 0.237 / 0.236 Eh
DFT total energy = -93817.779 eV
Charge = -1